Record 1
# H3PSSi

One molecule with the formula H3PSSi in a non-equilibrium geometry (ωB97M-V/def2-TZVPD, OMol25).

Structure (XYZ):
```
6
Properties=species:S:1:pos:R:3:forces:R:3:lowdin_charge:R:1
Si -0.315 0.484 0.003 2.99 -0.04 -0.36 -0.074
P -2.531 0.446 -0.354 0.61 -0.18 -0.18 0.346
S 1.592 -0.803 -0.356 -2.28 -0.64 -0.39 0.196
H 0.564 1.577 -0.673 -1.46 0.01 0.85 -0.103
H -0.028 0.107 1.419 -0.83 0.86 0.15 -0.120
H 0.718 -1.811 -0.038 0.97 -0.01 -0.05 -0.246
```
Positions in Å, forces in eV/Å.

Properties
- Orbital gap (spin up / spin down): 6.4 / 6.4 eV
- Highest occupied orbital energy (spin up / spin down): -8.952 / -8.931 eV
- DFT total energy: -28046.91177 eV

Record 2
# C31H56F9N19O11P

A 9-piece molecular cluster, C31H56F9N19O11P overall in a non-equilibrium geometry (ωB97M-V/def2-TZVPD, OMol25).

Structure (XYZ):
```
127
Properties=species:S:1:pos:R:3:forces:R:3:lowdin_charge:R:1
C 2.058 0.391 0.154 1.41 -0.60 0.02 0.001
C 1.240 1.308 -0.888 0.04 0.92 4.42 -0.261
C 2.148 2.566 -1.255 0.40 1.56 1.42 -0.219
F 1.390 3.750 -1.578 1.51 -2.85 0.31 0.075
F 2.826 2.922 -0.026 -1.68 -0.96 -2.59 0.052
C 3.311 2.474 -2.324 3.66 1.76 0.32 -0.188
F 4.278 3.471 -1.897 -2.22 -2.11 -0.89 0.069
F 4.104 1.296 -2.308 -2.65 2.08 -0.24 0.084
C 2.964 3.003 -3.819 0.23 2.57 -0.33 -0.194
F 3.072 4.438 -3.778 -0.46 -3.43 -0.10 0.087
F 1.645 2.749 -4.246 2.62 -0.19 0.85 0.076
C 4.098 2.594 -4.910 0.86 0.00 -2.49 -0.323
F 4.176 1.217 -5.164 -0.37 2.94 0.84 0.102
F 5.382 3.040 -4.549 -3.36 -1.08 -0.58 0.122
F 3.744 3.224 -6.138 0.88 -1.60 3.26 0.109
C 0.083 1.976 0.070 -0.34 1.80 -0.12 -0.087
O -1.062 2.419 -0.744 1.34 -2.63 0.67 -0.114
C -1.770 1.176 -0.978 -0.90 0.80 0.83 -0.116
C -0.832 0.029 -1.708 -3.92 -0.28 0.10 -0.283
C -0.905 -1.178 -0.687 0.00 -0.33 0.80 -0.117
C -0.114 -2.518 -0.889 0.27 -1.07 0.52 -0.108
C -0.457 -3.477 -2.093 -0.50 -0.89 -2.52 -0.338
O -0.998 -3.222 -3.189 1.68 0.25 3.56 0.048
N -0.020 -4.911 -1.917 1.32 1.67 0.59 0.043
C 1.434 -5.033 -2.262 4.13 -0.67 -1.66 -0.188
C 2.574 -4.594 -1.314 0.40 -0.46 -1.70 -0.032
C 4.086 -4.649 -1.621 -2.87 -1.25 -2.88 -0.062
C 4.518 -5.203 -2.998 -3.83 0.28 1.41 -0.068
C 3.404 -5.689 -3.960 -0.89 1.17 2.34 -0.072
C 1.879 -5.620 -3.652 2.48 1.37 2.71 0.004
C -1.700 -0.199 -3.066 -2.40 -1.18 -2.76 -0.101
C -3.093 -0.943 -2.969 2.02 1.96 -4.49 0.030
C -3.809 -1.038 -4.325 1.35 0.69 0.81 -0.015
C -3.287 -0.459 -5.653 1.66 0.03 3.44 -0.080
N -2.040 0.204 -5.699 -1.94 -1.48 3.30 0.029
C -1.353 0.314 -4.467 -0.49 -0.70 1.65 -0.115
N 0.562 0.585 -2.014 -0.99 2.09 -1.08 -0.072
P 1.556 -0.477 -3.043 3.70 -4.57 -1.56 0.857
O 2.678 -1.279 -2.413 -2.15 2.05 -0.15 -0.375
H 1.624 -0.651 0.308 0.32 1.51 -0.53 0.093
H 3.143 0.237 -0.203 -1.76 0.16 0.49 0.107
H 2.131 0.859 1.208 -0.42 -0.40 -1.95 0.128
H -0.221 1.290 0.930 0.30 0.60 -1.39 0.142
H 0.447 2.943 0.574 -0.09 -1.64 -0.90 0.157
H -2.710 1.424 -1.566 1.46 -0.39 0.53 0.142
H -2.139 0.813 0.059 0.65 0.19 -1.72 0.144
H -0.600 -0.768 0.354 -0.43 -0.66 -1.72 0.132
H -2.023 -1.442 -0.538 1.81 0.63 -0.49 0.140
H 1.039 -2.409 -0.855 -1.80 -0.03 -0.38 0.096
H -0.324 -3.160 0.054 0.23 0.94 -1.26 0.111
H -0.156 -5.144 -0.918 0.43 0.02 -0.35 0.094
H 2.264 -4.150 -0.296 0.54 -0.93 -1.72 0.100
H 4.817 -4.257 -0.840 -1.13 -0.71 -1.33 0.094
H 5.623 -5.254 -3.275 -1.86 0.00 0.33 0.091
H 3.723 -6.105 -4.970 -0.53 0.62 1.55 0.085
H 1.104 -5.976 -4.423 1.40 0.64 1.43 0.101
H -3.527 -1.355 -2.007 0.59 0.57 -1.57 0.112
H -4.819 -1.583 -4.350 1.73 0.97 0.06 0.105
H -3.895 -0.545 -6.614 1.07 0.10 1.56 0.119
H -0.355 0.895 -4.547 -1.67 -0.93 -0.18 0.083
H 0.304 1.383 -2.658 0.04 -0.56 0.36 0.149
H 0.677 -1.419 -3.714 -0.16 1.24 0.77 0.080
H 2.131 0.295 -4.132 -0.97 0.27 1.01 0.053
C -1.494 -5.083 2.266 -0.04 -0.54 0.20 -0.690
O -0.548 -4.598 1.655 0.17 0.38 -0.38 -0.011
N -1.370 -6.170 3.055 0.49 -0.05 0.43 0.165
N -2.748 -4.572 2.201 -0.46 0.56 -0.36 0.162
H -2.131 -6.583 3.562 0.04 0.04 -0.11 0.104
H -0.454 -6.581 3.130 -0.22 -0.04 -0.14 0.114
H -2.884 -3.760 1.622 -0.04 -0.15 0.19 0.097
H -3.534 -4.956 2.692 0.09 0.01 -0.04 0.100
C -1.202 -8.401 -0.466 0.04 0.18 0.07 -0.686
O -1.093 -7.638 0.485 -0.01 -0.04 -0.14 0.014
N -1.236 -7.971 -1.751 -0.05 0.48 -0.39 0.161
N -1.297 -9.746 -0.316 -0.04 -0.62 0.44 0.152
H -1.325 -8.583 -2.543 0.02 0.02 0.10 0.098
H -1.167 -6.977 -1.907 0.07 -0.11 -0.11 0.070
H -1.275 -10.105 0.625 0.01 0.04 -0.20 0.107
H -1.387 -10.389 -1.081 0.02 0.08 0.05 0.097
C -4.901 3.329 0.348 0.12 0.36 0.30 -0.690
O -4.882 2.109 0.208 0.09 -0.32 -0.09 -0.012
N -4.458 3.935 1.471 0.53 -0.10 0.10 0.172
N -5.366 4.169 -0.609 -0.27 -0.04 -0.77 0.156
H -4.464 4.929 1.610 -0.09 -0.08 -0.04 0.107
H -4.104 3.338 2.205 -0.51 0.15 0.30 0.047
H -5.705 3.752 -1.461 0.00 0.13 0.16 0.107
H -5.389 5.168 -0.513 0.00 -0.09 0.04 0.099
C -1.655 1.563 4.533 -0.08 -0.23 0.11 -0.703
O -1.638 0.349 4.377 0.05 -0.01 -0.17 0.005
N -1.213 2.161 5.664 0.48 -0.02 0.52 0.167
N -2.120 2.413 3.588 0.73 0.17 -1.04 0.139
H -1.220 3.153 5.812 -0.13 -0.10 0.02 0.096
H -0.861 1.561 6.392 -0.18 0.14 -0.08 0.108
H -2.461 2.005 2.734 -0.13 0.06 0.28 0.085
H -2.145 3.410 3.695 -0.16 -0.12 0.12 0.098
C 1.722 6.757 1.978 -0.09 0.54 0.39 -0.704
O 1.442 7.730 2.658 0.01 -0.22 -0.12 0.031
N 2.519 5.754 2.428 0.40 -0.52 0.50 0.151
N 1.262 6.591 0.712 -0.48 0.04 -0.72 0.152
H 2.763 4.946 1.884 0.03 0.12 0.01 0.077
H 2.881 5.841 3.364 -0.04 0.00 -0.19 0.109
H 0.668 7.314 0.341 0.14 -0.12 0.06 0.109
H 1.482 5.798 0.137 0.05 0.10 0.04 0.071
C -5.530 1.796 4.309 -0.19 -0.16 0.19 -0.659
O -4.704 2.655 4.029 -0.22 0.16 0.04 -0.013
N -5.870 1.501 5.585 0.13 0.28 0.59 0.170
N -6.173 1.067 3.364 -0.03 -0.10 -0.77 0.168
H -6.543 0.801 5.836 0.07 0.05 -0.06 0.100
H -5.411 2.023 6.316 0.00 -0.16 -0.04 0.105
H -5.944 1.259 2.399 -0.04 -0.06 0.07 0.084
H -6.852 0.358 3.571 0.07 0.08 0.05 0.098
C 9.468 1.391 -3.483 0.67 0.05 0.16 -0.703
O 10.644 1.445 -3.165 -0.24 -0.02 -0.05 0.031
N 8.743 0.245 -3.417 -0.25 -0.80 0.15 0.145
N 8.781 2.473 -3.930 -0.22 0.78 -0.21 0.150
H 7.775 0.180 -3.674 0.10 0.02 0.00 0.086
H 9.219 -0.580 -3.090 -0.08 0.16 -0.07 0.107
H 9.284 3.342 -3.993 -0.09 -0.17 0.00 0.110
H 7.814 2.449 -4.196 0.11 -0.02 0.01 0.069
C -2.520 3.530 8.948 -0.30 -0.26 -0.11 -0.711
O -3.230 2.706 8.391 0.05 0.07 -0.01 0.008
N -2.654 4.865 8.750 -0.24 0.63 -0.39 0.150
N -1.536 3.184 9.815 0.49 -0.49 0.32 0.151
H -2.082 5.558 9.198 -0.06 -0.07 -0.01 0.097
H -3.375 5.164 8.113 0.12 -0.03 0.16 0.107
H -1.404 2.201 9.989 -0.04 0.19 0.02 0.108
H -0.944 3.845 10.282 -0.08 -0.04 -0.03 0.097
```
Positions in Å, forces in eV/Å.

Properties
- Net charge: +1
- Orbital gap: 7.7 eV
- Highest occupied orbital energy: -10.583 eV
- DFT total energy: -117627.16248 eV

Record 3
# C3H8O3

One molecule with the formula C3H8O3 in a non-equilibrium geometry (ωB97M-V/def2-TZVPD, OMol25).

Structure (XYZ):
```
14
Properties=species:S:1:pos:R:3:forces:R:3:lowdin_charge:R:1
O -0.794 -0.479 -1.488 2.57 -1.43 -2.71 -0.121
C -0.253 -1.208 -0.346 2.53 0.55 -2.59 -0.149
C -0.270 -0.114 0.674 3.97 -3.33 5.23 -0.519
O -1.361 0.515 0.347 -5.61 2.25 0.41 -0.034
C 0.977 0.715 0.740 1.34 1.43 -1.86 -0.135
O 0.951 1.273 -0.635 9.35 -3.60 -0.08 -0.041
H -0.046 0.172 -1.705 -1.56 -1.04 0.31 0.119
H 0.596 -1.876 -0.651 0.30 1.50 0.52 0.149
H -0.926 -1.944 -0.228 -2.99 -2.29 1.30 0.079
H -0.041 -0.391 1.862 -2.07 -0.84 -2.00 0.182
H -1.922 -0.046 -0.393 2.35 2.33 2.41 0.201
H 0.895 1.591 1.553 0.39 -1.96 -1.78 0.166
H 1.963 0.113 0.771 -1.85 0.88 0.55 0.155
H 0.230 1.679 -0.503 -8.72 5.54 0.27 -0.052
```
Positions in Å, forces in eV/Å.

Properties
- Orbital gap: 10.3 eV
- Highest occupied orbital energy: -9.435 eV
- DFT total energy: -9378.87743 eV

Record 4
# C18H39Br2F11NO10

A 9-piece molecular cluster, C18H39Br2F11NO10 overall in a non-equilibrium geometry (ωB97M-V/def2-TZVPD, OMol25).

Structure (XYZ):
```
81
Properties=species:S:1:pos:R:3:forces:R:3:lowdin_charge:R:1
C -1.972 -3.414 1.511 -1.20 -0.24 -2.65 0.026
C -2.494 -3.472 0.212 0.65 0.98 1.65 -0.092
C -3.179 -2.164 -0.436 -1.16 -1.83 0.72 -0.195
C -3.921 -2.465 -1.812 -0.16 -0.47 0.89 -0.123
O -4.530 -1.265 -2.328 1.91 -0.11 0.30 -0.124
C -3.552 -0.199 -2.505 -0.61 1.37 -0.42 -0.281
C -4.403 1.040 -3.109 0.02 -1.00 -0.52 -0.019
C -2.853 0.221 -1.101 -2.58 1.25 -1.23 -0.181
C -4.012 0.839 -0.194 0.13 0.84 0.18 -0.114
C -3.753 0.760 1.381 -1.19 0.30 -0.07 -0.160
C -4.146 2.121 2.158 -0.14 -1.11 0.29 -0.713
F -5.195 2.830 1.542 2.21 -0.86 0.64 -0.031
Br -4.876 1.531 3.938 0.36 0.16 -0.97 0.753
C -2.865 3.025 2.499 0.91 0.62 0.75 -0.774
F -1.874 2.287 3.206 -2.05 0.91 -1.79 -0.041
F -2.222 3.534 1.362 -1.43 -1.07 1.85 0.017
Br -3.415 4.471 3.771 0.65 -0.52 -1.33 0.750
N -2.206 -1.009 -0.547 1.05 -0.42 -0.51 -0.028
C -1.002 -1.342 -1.433 2.28 0.29 -0.20 -0.043
C 0.307 -1.662 -0.586 0.66 -0.87 -0.98 -0.162
O 0.704 -0.555 0.256 0.43 -0.64 -0.05 -0.154
C 1.916 -0.892 0.976 -0.08 -0.40 1.25 -0.076
C 2.687 0.476 1.333 -2.42 -0.84 -0.03 -0.261
F 1.652 1.404 1.636 2.22 -1.14 -0.62 0.072
F 3.453 0.355 2.504 -0.81 0.37 -2.40 0.079
C 3.535 0.933 0.057 1.79 -0.25 0.92 -0.224
F 3.110 0.319 -1.122 0.50 1.50 2.15 0.119
F 4.855 0.451 0.288 -2.45 0.71 -0.36 0.069
C 3.658 2.526 -0.069 1.89 0.10 -1.12 -0.229
F 4.875 2.754 -0.767 -2.14 -0.34 1.25 0.075
F 3.840 3.147 1.184 -0.89 -1.50 -2.43 0.101
C 2.516 3.219 -0.939 -0.77 2.07 0.38 -0.166
F 2.996 3.524 -2.229 -1.03 -1.19 2.20 0.039
F 1.309 2.505 -0.986 2.34 0.64 -0.26 0.049
H -1.897 -2.389 1.998 -0.22 -1.60 -0.21 0.083
H -1.644 -4.362 2.048 -0.23 1.68 -0.86 0.094
H -2.503 -4.401 -0.429 -0.16 1.08 1.09 0.115
H -3.997 -1.862 0.309 1.26 -0.05 -1.12 0.163
H -3.249 -3.003 -2.552 -0.61 0.86 0.64 0.140
H -4.771 -3.189 -1.566 1.19 1.03 -0.32 0.158
H -2.778 -0.443 -3.306 -0.81 -0.17 1.23 0.154
H -4.219 1.059 -4.237 -0.16 0.21 1.63 0.097
H -4.134 2.031 -2.638 -0.37 -1.16 -0.68 0.084
H -5.517 0.795 -3.000 1.63 0.51 0.16 0.108
H -2.134 1.065 -1.345 -0.33 -1.48 0.61 0.176
H -5.039 0.412 -0.466 1.61 0.36 0.51 0.144
H -4.081 1.947 -0.478 0.20 -1.62 0.35 0.124
H -4.472 -0.030 1.791 1.36 1.04 -0.41 0.096
H -2.686 0.536 1.686 -1.21 0.19 -0.37 0.118
H -1.806 -0.893 0.402 -0.29 0.41 -0.52 0.148
H -1.199 -2.197 -2.144 0.04 0.94 1.06 0.147
H -0.744 -0.427 -2.063 -0.60 -1.20 0.89 0.149
H 0.242 -2.616 0.020 -0.33 1.23 -0.63 0.092
H 1.154 -1.830 -1.345 -1.36 0.18 0.73 0.128
H 1.644 -1.420 1.957 0.40 0.93 -1.26 0.127
H 2.571 -1.614 0.399 -0.57 1.08 0.43 0.151
H 2.274 4.221 -0.445 0.34 -1.38 -0.68 0.192
O 6.859 1.932 2.062 -0.13 -0.07 -0.02 -0.046
H 6.199 1.590 1.449 0.07 0.04 0.08 -0.012
H 6.435 1.863 2.926 0.05 0.04 -0.05 0.038
O 7.201 0.612 -1.397 -0.11 0.10 0.10 -0.051
H 7.329 0.619 -0.441 0.16 -0.02 -0.11 0.020
H 6.834 1.483 -1.590 0.11 -0.08 -0.04 0.022
O 2.049 -1.393 4.165 -0.11 0.23 -0.02 -0.056
H 2.494 -0.642 3.748 -0.01 -0.23 0.33 0.002
H 1.675 -1.026 4.975 0.02 -0.15 -0.02 0.054
O -4.370 -5.995 0.470 -0.22 0.01 0.00 -0.063
H -4.932 -6.710 0.147 0.11 0.02 0.01 0.046
H -4.810 -5.697 1.275 0.09 -0.03 -0.04 0.042
O 1.562 -2.101 -3.791 0.14 0.00 0.09 -0.058
H 1.845 -2.739 -4.457 -0.09 0.05 0.04 0.049
H 2.342 -1.550 -3.651 -0.08 0.00 -0.09 0.041
O 5.980 4.282 3.891 0.00 -0.12 -0.07 -0.060
H 5.667 4.477 3.001 0.08 -0.02 0.07 0.024
H 6.895 4.004 3.761 -0.05 0.12 -0.02 0.033
O 3.059 3.782 -5.134 -0.09 0.13 0.18 -0.057
H 3.188 3.793 -4.178 0.01 -0.03 -0.28 -0.007
H 2.690 4.650 -5.331 0.07 -0.10 -0.08 0.039
O 0.897 -4.182 1.203 0.40 0.05 0.10 -0.061
H 1.642 -4.302 0.601 -0.06 -0.19 0.08 0.060
H 1.313 -3.969 2.050 -0.07 -0.10 0.02 0.059
```
Positions in Å, forces in eV/Å.

Properties
- Net charge: +1
- Orbital gap: 10.3 eV
- Highest occupied orbital energy: -12.580 eV
- DFT total energy: -211229.90221 eV